The following is a quantum chemistry calculation of a molecular structure, C13H26CeNO3P2, from the OMol25 dataset.

Each line ends with the Löwdin charge.
Element x y z (Å)
Ce (0.38, -0.16, -0.75)  1.097
P (-2.34, 0.49, -0.80)  0.763
C (-2.14, 1.13, -2.56)  -0.249
C (-0.78, 1.58, -3.12)  -0.266
N (0.34, 1.37, -2.39)  -0.125
C (1.62, 1.59, -2.80)  -0.284
C (1.77, 2.34, -3.95)  0.025
C (0.62, 2.67, -4.68)  0.026
C (-0.65, 2.28, -4.29)  0.025
C (2.80, 1.22, -1.89)  -0.249
P (3.03, -0.42, -0.96)  0.707
H (-1.56, 2.52, -4.82)  0.139
H (2.78, 2.65, -4.21)  0.142
H (0.74, 3.25, -5.57)  0.131
H (3.70, 1.18, -2.52)  0.111
H (2.98, 2.02, -1.15)  0.120
H (-2.57, 0.38, -3.17)  0.079
H (-2.82, 2.00, -2.58)  0.116
H (-2.00, -4.78, -3.29)  -0.013
O (-2.28, -4.52, -4.13)  -0.032
H (-1.65, -3.81, -4.39)  0.046
H (-1.28, -2.46, 3.36)  0.040
O (-1.12, -2.42, 2.42)  -0.066
H (-1.29, -3.33, 2.11)  0.053
C (3.69, -1.53, -2.23)  -0.247
H (4.70, -1.20, -2.50)  0.066
H (3.73, -2.54, -1.80)  0.068
H (3.04, -1.56, -3.11)  0.060
C (4.39, -0.10, 0.17)  -0.227
H (4.31, -0.81, 1.01)  0.068
H (5.34, -0.24, -0.35)  0.067
H (4.32, 0.92, 0.57)  0.067
C (-2.89, 2.01, 0.06)  -0.236
H (-3.98, 2.12, -0.02)  0.061
H (-2.61, 1.96, 1.12)  0.038
H (-2.41, 2.90, -0.39)  0.063
C (-3.91, -0.44, -0.90)  -0.240
H (-3.96, -1.13, -0.05)  0.056
H (-4.78, 0.24, -0.87)  0.062
H (-3.94, -1.03, -1.83)  0.056
C (-0.94, 1.27, 3.84)  -0.048
C (-0.17, 0.65, 2.71)  -0.169
O (0.17, 0.85, 1.58)  -0.171
H (-1.99, 0.98, 3.78)  0.091
H (-0.82, 2.34, 3.98)  0.092
H (-0.67, 0.78, 4.78)  0.085

Summary:
⟨S²⟩: 0.755
Molecular weight (g/mol): 446.419
Net charge: +2
Spin multiplicity: 2
Calculated total energy (eV): -53023.0339


The following is a quantum chemistry calculation of a molecular structure, C13H26N3OZr, from the OMol25 dataset.

Each line ends with the Löwdin charge.
Element x y z (Å)
Zr (0.12, 0.47, -0.52)  1.898
C (-2.23, 0.40, -0.05)  -0.296
C (-1.75, 1.67, 0.30)  -0.296
C (-0.81, 1.52, 1.38)  -0.287
C (-0.72, 0.15, 1.69)  -0.289
C (-1.56, -0.56, 0.79)  -0.292
C (-1.86, -2.03, 0.78)  0.012
C (0.07, -0.43, 2.82)  0.014
C (-0.06, 2.64, 2.05)  0.028
C (-2.14, 2.99, -0.30)  0.013
C (-3.29, 0.06, -1.05)  0.011
H (-2.88, -2.17, 1.15)  0.127
H (-1.19, -2.59, 1.43)  0.086
H (-1.83, -2.48, -0.21)  0.096
H (-0.45, -0.23, 3.76)  0.125
H (1.07, 0.00, 2.91)  0.096
H (0.17, -1.52, 2.75)  0.084
H (0.86, 2.94, 1.54)  0.103
H (0.22, 2.35, 3.06)  0.107
H (-0.69, 3.52, 2.11)  0.111
H (-2.86, 3.48, 0.37)  0.130
H (-2.64, 2.88, -1.27)  0.086
H (-1.31, 3.68, -0.40)  0.101
H (-4.22, -0.14, -0.51)  0.128
H (-3.07, -0.85, -1.61)  0.093
H (-3.49, 0.87, -1.75)  0.089
C (4.19, -2.55, -0.37)  0.064
N (2.97, -1.68, -0.24)  -0.106
C (1.64, -2.28, -0.39)  0.014
C (3.07, -0.43, 0.06)  -0.159
O (2.01, 0.31, 0.17)  -0.208
H (3.93, -3.53, 0.03)  0.114
H (4.99, -2.12, 0.23)  0.114
H (4.47, -2.62, -1.41)  0.118
H (1.74, -3.30, -0.75)  0.132
H (1.03, -1.78, -1.16)  0.075
H (1.12, -2.30, 0.57)  0.104
H (4.05, 0.01, 0.22)  0.187
N (0.95, 0.80, -2.74)  -0.046
N (-0.49, 0.94, -2.70)  -0.049
H (1.38, 1.72, -2.87)  0.138
H (1.27, 0.23, -3.52)  0.141
H (-0.92, 0.18, -3.23)  0.142
H (-0.82, 1.81, -3.12)  0.148

Summary:
Molecular weight (g/mol): 331.595
Net charge: +3
Spin multiplicity: 1
Calculated total energy (eV): -21674.3023


The following is a quantum chemistry calculation of a gas-phase ion, C13H26N4O2P (charge +1), from the OMol25 dataset.

Each line ends with the Löwdin charge.
Element x y z (Å)
C (0.20, -3.52, 1.83)  -0.093
C (1.66, -3.09, 2.37)  -0.107
C (2.07, -1.71, 1.67)  -0.401
O (3.17, -1.66, 1.11)  0.074
O (1.11, -0.67, 1.69)  -0.059
C (1.73, 0.63, 1.83)  -0.149
C (2.07, 1.28, 0.42)  -0.066
N (0.94, 1.32, -0.54)  -0.005
C (1.08, 0.87, -1.87)  -0.302
P (2.53, 0.11, -2.80)  0.898
C (2.29, -1.77, -2.54)  -0.275
C (2.20, 0.32, -4.68)  -0.301
N (-0.19, 1.08, -2.57)  0.109
N (-0.94, 1.60, -1.61)  0.075
N (-0.35, 1.74, -0.42)  -0.043
C (-0.97, 2.30, 0.82)  -0.085
C (-2.52, 2.64, 0.68)  -0.145
C (-3.50, 1.39, 0.80)  -0.399
C (-3.72, 0.58, -0.55)  -0.107
C (-3.13, 0.35, 1.94)  -0.099
H (0.33, -4.11, 0.87)  0.083
H (-0.47, -2.64, 1.60)  0.060
H (-0.33, -4.12, 2.64)  0.086
H (1.67, -2.95, 3.50)  0.125
H (2.42, -3.89, 2.10)  0.130
H (2.74, 0.45, 2.35)  0.153
H (1.16, 1.32, 2.54)  0.135
H (2.57, 2.31, 0.53)  0.159
H (2.87, 0.61, -0.06)  0.114
H (3.18, -2.35, -2.92)  0.059
H (2.07, -1.93, -1.43)  0.026
H (1.32, -2.04, -3.08)  0.058
H (1.07, 0.20, -4.87)  0.046
H (2.58, 1.31, -5.07)  0.044
H (2.71, -0.51, -5.28)  0.063
H (-0.44, 3.30, 1.01)  0.150
H (-0.78, 1.67, 1.74)  0.110
H (-2.68, 3.23, -0.28)  0.123
H (-2.77, 3.35, 1.54)  0.134
H (-4.53, 1.82, 1.08)  0.139
H (-2.86, -0.18, -0.65)  0.068
H (-3.62, 1.26, -1.47)  0.075
H (-4.69, -0.02, -0.58)  0.087
H (-4.07, -0.26, 2.16)  0.097
H (-2.79, 0.81, 2.92)  0.083
H (-2.38, -0.41, 1.54)  0.072

Summary:
ΔE to the lowest compared entry with this formula, charge and spin (kcal/mol): 81.7
Structure (SMILES): CCC(=O)OCCn1c(P(C)C)nn[n+]1CCC(C)C
Molecular weight (g/mol): 301.351
Net charge: +1
Spin multiplicity: 1


The following is a quantum chemistry calculation of a molecular structure, C13H26N6O6SSm, from the OMol25 dataset.

Each line ends with the Löwdin charge.
Element x y z (Å)
O (-0.99, -0.26, -3.91)  -0.136
H (-0.95, -1.21, -4.10)  0.108
Sm (1.38, 0.23, -0.40)  1.564
N (1.99, -1.76, -1.51)  -0.327
N (-0.26, -1.79, -0.60)  -0.180
N (1.15, 2.65, -0.53)  -0.107
N (-0.68, 1.16, 0.46)  -0.075
O (3.25, -1.52, -1.63)  -0.213
O (2.01, 3.52, -1.29)  -0.043
O (-1.75, 0.43, 0.93)  -0.045
O (-1.52, -1.73, -0.28)  -0.220
C (0.16, -3.03, -1.01)  -0.283
C (1.47, -3.02, -1.54)  -0.280
C (0.19, 3.31, 0.13)  -0.251
C (-0.83, 2.49, 0.69)  -0.269
C (2.21, -4.23, -1.98)  -0.019
H (2.29, -4.31, -3.07)  0.096
H (1.70, -5.14, -1.62)  0.070
H (3.23, -4.22, -1.56)  0.088
C (-0.70, -4.23, -0.84)  -0.025
H (-1.70, -4.04, -1.24)  0.085
H (-0.80, -4.48, 0.23)  0.094
H (-0.27, -5.10, -1.34)  0.071
C (0.13, 4.79, 0.26)  0.014
C (-1.98, 3.06, 1.44)  -0.004
H (0.82, 5.28, -0.44)  0.092
H (0.41, 5.10, 1.28)  0.115
H (-0.88, 5.18, 0.08)  0.100
H (-2.67, 2.26, 1.71)  0.090
H (-2.51, 3.81, 0.85)  0.103
H (-1.66, 3.55, 2.37)  0.093
H (1.92, 3.19, -2.21)  0.110
H (-1.68, -0.46, 0.40)  0.011
C (-2.33, 0.18, -3.76)  -0.109
H (-2.80, 0.40, -4.73)  0.090
H (-2.25, 1.11, -3.22)  0.078
H (-2.96, -0.50, -3.17)  0.098
O (1.20, 0.75, -2.67)  -0.183
H (0.46, 0.32, -3.22)  0.067
H (2.03, 0.60, -3.17)  0.092
C (0.10, -2.03, 3.33)  0.008
N (0.25, -0.58, 3.42)  -0.103
C (-0.55, 0.26, 4.15)  -0.020
C (-0.14, 1.53, 3.91)  -0.053
N (0.93, 1.44, 3.04)  0.074
C (1.21, 0.12, 2.77)  -0.789
S (2.58, -0.48, 1.95)  0.622
H (-0.45, -2.30, 2.42)  0.098
H (1.08, -2.51, 3.31)  0.087
H (-0.47, -2.36, 4.20)  0.104
H (-1.35, -0.12, 4.76)  0.139
H (-0.52, 2.48, 4.27)  0.124
H (1.47, 2.21, 2.68)  0.148

Summary:
⟨S²⟩: 9.106
Molecular weight (g/mol): 544.814
Net charge: +1
Spin multiplicity: 6
Calculated total energy (eV): -63857.8434


The following is a quantum chemistry calculation of a single C13H26O3P2 molecule, from the OMol25 dataset.

Each line ends with the Löwdin charge.
Element x y z (Å)
C (3.59, -1.14, 1.78)  -0.104
C (4.13, -1.05, 0.35)  -0.250
C (3.22, -1.80, -0.64)  -0.163
C (2.05, -0.87, -0.98)  -0.227
O (1.01, -1.68, -1.50)  -0.022
C (-0.13, -1.01, -1.87)  -0.355
O (-1.15, -2.03, -1.85)  0.024
C (-2.29, -1.31, -2.10)  -0.583
O (-3.02, -1.46, -2.97)  0.206
C (-2.27, -0.25, -0.99)  -0.341
P (-2.93, -1.25, 0.47)  0.953
C (-2.29, -0.44, 2.02)  -0.282
C (-4.76, -1.07, 0.53)  -0.287
C (-0.76, 0.02, -0.88)  -0.394
P (-0.12, 1.77, -0.95)  0.976
C (-1.48, 2.86, -1.58)  -0.297
C (0.20, 2.35, 0.79)  -0.397
C (1.67, 2.17, 1.21)  -0.160
H (4.33, -0.74, 2.47)  0.072
H (2.62, -0.67, 1.89)  0.048
H (3.46, -2.19, 2.03)  0.074
H (5.14, -1.44, 0.33)  0.103
H (4.11, -0.01, 0.04)  0.096
H (2.83, -2.69, -0.16)  0.115
H (3.77, -2.05, -1.54)  0.111
H (1.77, -0.37, -0.05)  0.079
H (2.42, -0.13, -1.68)  0.130
H (-0.19, -0.64, -2.90)  0.170
H (-2.90, 0.61, -1.18)  0.097
H (-2.31, 0.64, 1.92)  0.024
H (-1.29, -0.81, 2.18)  0.021
H (-2.95, -0.74, 2.82)  0.029
H (-5.14, -0.11, 0.19)  0.035
H (-5.23, -1.88, -0.02)  0.026
H (-5.04, -1.17, 1.58)  0.025
H (-0.44, -0.36, 0.10)  0.086
H (-1.76, 2.52, -2.57)  0.033
H (-2.36, 2.89, -0.93)  0.032
H (-1.07, 3.86, -1.60)  0.027
H (-0.49, 1.81, 1.44)  0.045
H (-0.04, 3.40, 0.85)  0.067
H (2.11, 3.14, 1.40)  0.066
H (2.26, 1.71, 0.43)  0.031
H (1.75, 1.61, 2.14)  0.062

Summary:
Structure (SMILES): CCCCO[C@H]1OC(=O)[C@@H](P(C)C)[C@@H]1P(C)CC
Molecular weight (g/mol): 292.296
Spin multiplicity: 1
Calculated total energy (eV): -38621.3436


The following is a quantum chemistry calculation of a molecular structure, C13H27AgCu2N3O18S2, from the OMol25 dataset.

Each line ends with the Löwdin charge.
Element x y z (Å)
Ag (-0.72, 2.34, -2.73)  0.849
Cu (-3.48, 0.36, -1.89)  0.683
Cu (3.39, 3.04, -0.90)  0.673
O (-1.54, 1.03, -0.96)  -0.387
C (-0.46, 0.57, -0.17)  -0.264
C (1.01, 0.83, -0.84)  -0.193
O (1.32, 2.04, -1.55)  -0.122
H (-0.46, -0.50, 0.02)  0.091
H (-0.53, 1.19, 0.73)  0.105
H (1.27, -0.04, -1.44)  0.133
H (1.69, 0.93, 0.00)  0.103
C (-2.68, -2.37, 1.11)  0.026
N (-3.01, -3.78, 1.38)  -0.399
O (-3.27, -4.55, 0.41)  0.050
O (-2.92, -4.17, 2.57)  0.062
H (-1.79, -2.39, 0.48)  0.084
H (-2.56, -2.00, 2.13)  0.100
H (-3.60, -2.03, 0.64)  0.085
C (1.68, -3.38, 0.61)  0.041
N (1.65, -3.14, 2.10)  -0.386
O (2.46, -2.31, 2.61)  0.014
O (0.79, -3.73, 2.80)  0.072
H (2.63, -3.16, 0.12)  0.075
H (0.98, -2.63, 0.26)  0.072
H (1.37, -4.42, 0.53)  0.113
C (5.56, -0.69, 0.47)  0.082
N (4.74, -0.45, -0.77)  -0.431
O (5.09, 0.50, -1.41)  0.068
O (3.76, -1.12, -1.00)  0.049
H (6.09, -1.63, 0.31)  0.115
H (4.85, -0.84, 1.28)  0.099
H (6.26, 0.13, 0.60)  0.108
O (-5.14, -0.16, 0.08)  0.092
C (-5.14, 0.68, 0.94)  -0.420
O (-6.29, 1.33, 1.36)  0.053
C (-6.01, 2.49, 2.07)  -0.149
C (-4.51, 2.43, 2.40)  -0.129
C (-3.94, 1.24, 1.63)  -0.073
H (-6.67, 2.60, 2.93)  0.141
H (-6.20, 3.32, 1.39)  0.131
H (-4.34, 2.43, 3.48)  0.119
H (-3.95, 3.34, 2.19)  0.105
H (-3.39, 0.45, 2.16)  0.127
H (-3.20, 1.60, 0.92)  0.095
C (2.56, -4.31, -3.30)  -0.184
C (2.24, -2.76, -3.00)  -0.193
O (1.32, -2.42, -3.99)  -0.234
S (0.73, -3.67, -4.92)  0.793
O (0.97, -3.34, -6.35)  -0.242
O (-0.62, -4.04, -4.48)  -0.249
O (2.04, -4.66, -4.53)  -0.173
H (2.32, -4.99, -2.48)  0.129
H (3.62, -4.27, -3.53)  0.133
H (3.14, -2.17, -3.17)  0.116
H (1.79, -2.63, -2.01)  0.080
C (-0.31, 4.49, 1.19)  -0.186
C (0.92, 4.25, 2.08)  -0.146
O (1.79, 5.38, 1.88)  -0.195
S (1.74, 5.98, 0.32)  0.841
O (2.44, 5.12, -0.63)  -0.284
O (1.93, 7.43, 0.34)  -0.159
O (0.12, 5.38, 0.20)  -0.206
H (-1.15, 4.78, 1.82)  0.134
H (-0.64, 3.60, 0.66)  0.105
H (1.47, 3.40, 1.70)  0.106
H (0.76, 4.10, 3.15)  0.150

Summary:
ΔE to the lowest compared entry with this formula, charge and spin (kcal/mol): 83.9
⟨S²⟩: 0.757
Molecular weight (g/mol): 812.456
Net charge: +2
Spin multiplicity: 2


Computed values of largest force on an atom (unit: Eh/bohr) for the preceding records, in sequence: 0.07564 0.02295 0.12208 0.09029 0.09527 0.08401.